[1]
C24H24Cl2N4O4PPtS3 | ωB97M-V/def2-TZVPD

The geometry in XYZ format:
```
63
Properties=species:S:1:pos:R:3:lowdin_charge:R:1
H 3.58 1.78 -2.13 0.031
C -0.39 -1.66 -2.55 -0.446
C 0.28 0.09 -4.20 0.002
H 0.73 1.71 -5.53 0.112
O -1.32 -1.58 3.60 0.066
O 5.21 -0.47 -1.76 -0.332
H -1.57 -4.17 -2.20 0.100
N 0.26 0.59 -1.86 -0.112
H 3.06 -3.03 0.08 0.063
O 5.30 -1.54 0.44 -0.333
N -0.64 -1.79 -1.23 -0.068
H 5.73 0.19 -3.58 0.138
C 0.77 2.29 -3.46 -0.034
C 0.61 1.39 -4.50 -0.041
H 5.34 -3.48 0.89 0.136
H 6.22 -2.66 -1.91 0.067
C 3.70 -0.51 -3.62 -0.053
C 0.35 2.29 3.96 -0.034
C 3.86 -3.22 -0.63 -0.074
C -1.38 -2.66 0.86 -0.186
H 1.09 2.55 0.68 0.086
H 1.31 3.82 2.79 0.111
C -0.90 -0.99 2.62 -0.450
C 4.49 1.70 -2.72 -0.092
C 0.09 -0.29 -2.87 -0.188
C -1.99 -3.65 1.62 -0.029
N 0.13 0.95 1.54 -0.115
C 0.60 1.84 -2.16 -0.147
H 3.46 -0.05 -4.58 0.078
Cl -3.20 -6.03 1.98 0.650
H 0.72 2.52 -1.33 0.098
Pt -0.25 -0.27 -0.07 1.077
C -2.44 -4.81 1.02 -0.687
H 2.82 -0.49 -2.98 0.046
S 2.78 0.04 0.01 0.241
C -0.32 0.38 2.69 -0.178
H 3.83 -4.28 -0.91 0.082
O -0.54 -2.52 -3.41 0.068
C -0.23 1.04 3.90 0.017
N -0.88 -1.46 1.34 -0.076
P 4.77 -0.18 -0.23 -0.189
C 4.84 0.24 -2.95 -0.452
C 5.21 -2.89 -0.02 -0.446
H -0.63 0.54 4.77 0.122
H 7.30 -2.85 -0.52 0.083
C -2.28 -5.00 -0.36 -0.686
H 0.13 -0.67 -4.95 0.125
H 4.33 2.19 -3.68 0.078
H 3.98 -1.55 -3.79 0.081
S -2.42 1.11 -0.26 -0.143
H 3.68 -2.62 -1.52 0.053
C -1.69 -4.03 -1.14 -0.031
H -2.10 -3.51 2.68 0.100
C 6.36 -3.19 -0.97 -0.055
H 5.29 2.21 -2.18 0.049
H 6.43 -4.26 -1.17 0.076
Cl -2.82 -6.47 -1.10 0.646
C 0.70 2.15 1.61 -0.146
C -1.24 -2.85 -0.55 -0.187
S 5.82 1.28 0.57 0.131
H 0.42 2.83 4.90 0.110
H 1.00 3.33 -3.64 0.112
C 0.84 2.85 2.79 -0.026
```

Kohn-Sham gap   5.49 eV
Relative energy (zero: lowest compared OMol25 entry of this formula, charge and spin)   18.0 kcal per mole
Total charge   -1



[2]
C24H24Cl3CoN6O2S | ωB97M-V/def2-TZVPD

The geometry in XYZ format:
```
61
Properties=species:S:1:pos:R:3:lowdin_spin:R:1
Cl 1.48 0.48 4.89 -0.001
H -1.61 3.30 -1.17 0.000
H 3.99 -4.91 -1.19 0.000
C 4.62 -2.89 -0.96 0.000
N 0.37 0.98 -1.40 0.029
N 0.57 -1.93 -0.70 0.026
C 4.21 -1.55 -0.78 0.000
C 2.51 1.54 -3.09 -0.001
N -2.71 0.00 1.63 0.040
H -2.84 -1.00 1.55 0.000
C -3.86 0.94 -0.33 0.002
C -2.45 2.97 -0.56 0.004
H -4.83 0.06 1.37 0.001
H 1.82 -0.16 -4.20 0.000
S -0.96 2.49 1.78 0.035
H -1.21 1.83 4.03 0.000
Co -0.92 0.17 0.13 2.716
C -1.79 -2.44 -0.90 0.005
C 1.17 2.02 -1.16 0.002
C -0.33 -2.87 -0.84 0.001
C -3.94 0.67 1.17 0.003
C 1.11 -0.15 2.38 0.002
H -4.69 1.59 -0.63 0.001
N 3.68 4.41 -1.41 0.000
H 0.95 2.63 -0.29 0.000
C 1.31 -4.59 -1.08 -0.001
H -0.82 -4.94 -1.11 0.000
H -2.41 1.29 -1.67 0.001
C 1.89 -2.25 -0.78 0.002
C 3.69 -3.89 -1.05 0.000
C 2.19 -0.03 3.34 0.000
H -3.35 3.47 -0.93 0.001
C 2.24 2.34 -1.98 0.001
H -3.24 0.19 3.68 0.001
C 2.31 -3.60 -0.97 0.001
O -1.96 -1.16 -0.93 0.045
H -4.06 1.60 1.72 0.000
H 5.67 -3.12 -1.02 0.000
C 2.88 -1.24 -0.69 0.000
Cl 3.00 -1.60 3.53 0.000
C -2.38 0.33 3.02 0.003
Cl 3.33 1.20 2.77 0.000
C 1.67 0.48 -3.35 0.001
C 0.61 0.24 -2.49 0.002
H -1.85 4.48 0.85 0.000
H -1.60 -0.35 3.34 0.000
N -2.55 1.52 -0.69 0.036
H -3.94 -0.01 -0.85 0.000
H -3.13 3.44 1.46 0.000
H 2.57 -0.22 -0.56 0.000
C -0.01 -4.23 -1.03 0.001
H 3.35 1.77 -3.73 0.000
H -2.71 2.47 3.38 0.000
C 3.05 3.48 -1.67 0.000
C -2.22 3.46 0.87 0.002
C -1.89 1.78 3.18 0.002
O -2.66 -3.28 -0.97 0.008
H 1.59 -5.62 -1.22 0.000
H -0.08 -0.58 -2.66 0.000
N 0.21 -0.19 1.67 0.027
H 4.95 -0.77 -0.72 0.000
```

Kohn-Sham gap (spin up / spin down)   8.44 / 8.42 eV
Relative energy (zero: lowest compared OMol25 entry of this formula, charge and spin)   7.3 kcal per mole
Total charge   +1
Spin multiplicity   4



[3]
C24H24F8O24 | ωB97M-V/def2-TZVPD

The geometry in XYZ format:
```
80
Properties=species:S:1:pos:R:3:lowdin_charge:R:1
H 0.50 2.25 0.57 0.162
H -5.49 2.90 -2.77 0.150
O 4.66 0.48 1.53 0.089
H -5.43 3.25 -4.61 0.153
O 3.49 4.72 0.36 0.127
H -0.08 0.55 -1.74 0.141
H 4.39 6.60 0.76 0.173
O 2.05 3.87 -1.19 0.148
O -6.01 -0.92 -0.87 0.126
O 0.12 -1.92 1.54 0.125
H 2.47 1.57 3.22 0.171
C 4.03 1.30 0.61 -0.489
F 2.75 -0.42 -3.24 0.089
H 1.66 0.60 -1.03 0.124
C 3.61 5.93 1.12 -0.284
H 3.19 -5.94 0.08 0.171
C 0.59 0.44 -0.89 -0.006
H 2.18 7.57 0.97 0.131
H 2.21 -3.92 -0.66 0.122
F -5.52 0.80 -5.18 0.133
O -2.56 0.15 4.75 0.084
H -3.50 -1.34 5.53 0.148
C -5.23 2.58 -3.77 -0.051
H -4.65 -1.33 1.70 0.141
O -0.37 -6.79 -1.49 0.187
C -4.46 -0.82 0.75 -0.126
O 0.48 -0.90 -0.43 0.110
H -1.89 -1.35 6.11 0.143
H 4.52 -0.29 -2.29 0.149
O 0.38 -4.90 -0.68 0.132
C 2.16 -5.74 0.38 -0.317
H 1.21 -3.84 0.82 0.123
H -1.03 -2.23 3.94 0.168
O 4.21 1.40 -0.59 0.155
C 4.35 0.80 2.82 -0.100
O 1.73 5.91 -0.22 0.038
C 0.32 -0.93 0.86 -0.509
C -3.51 1.26 -3.34 -0.568
H -6.69 1.03 -3.54 0.183
C 2.17 6.49 1.09 0.008
O -2.51 -1.09 2.96 0.091
C 3.93 -0.98 -2.89 -0.337
O -3.30 1.07 2.83 0.163
O 4.24 -2.75 -4.24 0.112
H 3.84 -0.01 3.33 0.142
F -1.22 1.33 0.33 0.119
H 4.55 -0.83 -4.98 0.145
F 3.81 3.03 3.12 0.087
O -5.28 0.25 0.83 0.090
C -2.08 -1.95 3.99 -0.326
O -6.93 1.15 -0.48 0.116
C -2.74 0.17 3.43 -0.506
O 3.14 -4.31 -3.00 0.129
C 3.33 1.89 2.62 -0.332
H 5.84 -1.51 -3.96 0.144
O -4.61 0.58 -3.33 0.144
O 0.38 0.39 1.38 0.076
C 3.62 -3.17 -3.20 -0.502
C 0.09 1.28 0.30 -0.318
C -4.87 -1.63 -0.45 -0.268
F -5.18 -2.84 0.07 0.074
H 5.18 1.17 3.42 0.150
H -3.39 -0.63 0.84 0.126
C -2.48 -1.17 5.21 -0.069
F 3.96 5.71 2.39 0.073
C -5.68 1.16 -3.93 -0.360
C 2.43 4.75 -0.44 -0.541
O -3.83 2.47 -3.77 0.099
H -4.23 -1.72 -1.34 0.176
O 3.21 2.08 1.26 0.147
F -2.92 -2.97 3.96 0.098
O -2.41 0.80 -3.03 0.132
O 3.68 -2.17 -2.26 0.122
C 0.40 -6.18 -0.85 -0.636
O 1.53 -6.72 -0.39 0.155
H 1.45 6.25 1.86 0.140
C 4.76 -1.47 -4.12 -0.038
C 1.51 -4.46 -0.02 -0.068
C -6.21 0.20 -0.15 -0.478
F 1.97 -6.02 1.69 0.074
```

Kohn-Sham gap   10.49 eV
Relative energy (zero: lowest compared OMol25 entry of this formula, charge and spin)   90.2 kcal per mole
Total charge   0
SMILES   O=C1OC[C@@H](F)O1.O=C1OC[C@@H](F)O1.O=C1OC[C@@H](F)O1.O=C1OC[C@@H](F)O1.O=C1OC[C@@H](F)O1.O=C1OC[C@@H](F)O1.O=C1OC[C@@H](F)O1.O=C1OC[C@@H](F)O1



[4]
C24H24FN7O4S2 | ωB97M-V/def2-TZVPD

The geometry in XYZ format:
```
62
Properties=species:S:1:pos:R:3:lowdin_charge:R:1
C -1.82 -1.63 1.67 -0.144
C -0.54 -1.78 3.77 -0.086
C -1.02 -1.90 0.58 -0.225
C -1.96 -4.55 3.57 -0.106
C 1.32 0.19 -3.33 -0.088
H 0.09 -2.50 3.24 0.126
C 3.02 4.58 -1.69 -0.039
C 0.46 1.27 -3.25 -0.096
O -4.02 -1.75 2.56 0.072
H -3.02 -4.28 3.52 0.090
H -1.47 1.95 -2.62 0.111
H 1.61 -1.89 -2.90 0.117
C -1.48 -2.54 4.73 -0.176
N 1.17 1.00 0.03 0.018
C -1.49 0.33 3.08 -0.517
N 0.32 -1.68 0.61 0.202
S -1.81 2.72 1.75 0.956
S 0.61 3.50 0.08 1.067
C 3.69 5.54 -2.44 -0.081
C -3.22 -1.97 1.67 -0.439
C -0.33 -1.22 -2.28 -0.222
H -1.49 -4.28 2.62 0.080
O -0.98 0.89 4.02 0.059
C -0.39 2.29 0.89 -0.929
H -1.24 -2.28 5.77 0.127
H 2.30 0.30 -3.77 0.101
N 0.05 1.09 0.75 -0.045
O -1.33 -3.94 4.67 -0.183
C 1.61 2.13 -0.41 -0.593
C -0.76 -2.57 -1.77 -0.074
C 0.93 -1.05 -2.84 -0.045
H -2.52 -2.26 4.52 0.120
O -3.37 -3.34 -1.63 0.087
H 5.75 3.54 -4.21 0.121
C 4.99 3.85 -3.52 -0.008
H -2.55 0.54 1.17 0.072
H -1.41 -3.05 -2.50 0.136
H -3.38 1.19 2.60 0.100
C 4.32 2.90 -2.78 -0.208
C -2.42 1.06 2.12 -0.345
H 0.10 -1.09 4.33 0.122
C 3.32 3.23 -1.85 -0.183
N 2.73 2.19 -1.16 0.091
H 2.27 4.89 -0.99 0.042
H -4.60 -2.87 0.45 0.172
F 4.63 1.59 -2.94 0.055
C -1.19 -0.13 -2.21 -0.025
C -0.79 1.11 -2.69 -0.073
C -2.89 -2.84 -0.63 -0.475
N -3.63 -2.60 0.49 0.223
H -2.17 -0.25 -1.78 0.121
H 0.60 -1.06 1.35 0.092
N -1.26 -0.98 2.79 -0.016
H -1.87 -5.62 3.72 0.091
C 4.67 5.19 -3.35 -0.085
H 3.43 6.58 -2.30 0.107
H 0.10 -3.22 -1.59 0.136
H 0.76 2.23 -3.63 0.109
N -1.56 -2.46 -0.55 0.059
H 3.12 1.27 -1.35 0.146
H 0.78 -1.48 -0.26 0.074
H 5.18 5.94 -3.92 0.105
```

Kohn-Sham gap   8.54 eV
Total charge   0
SMILES   COCCN(C(=O)CSc1nnc(Nc2ccccc2F)s1)c1c(N)n(Cc2ccccc2)c(=O)[nH]c1=O



[5]
C24H24N2O5S | ωB97M-V/def2-TZVPD

The geometry in XYZ format:
```
56
Properties=species:S:1:pos:R:3:lowdin_charge:R:1
C -0.04 -0.34 1.25 -0.023
H 2.62 1.71 0.89 0.117
C 2.66 0.42 3.47 -0.136
H -0.92 -1.25 8.29 0.085
C 1.91 0.25 4.77 -0.239
O -2.88 -1.23 -7.38 0.034
H -0.99 0.48 8.58 0.079
H 4.27 -2.08 2.64 0.070
C -1.30 0.32 -6.94 -0.205
H -4.01 1.15 -3.09 0.121
C -1.27 1.70 -5.02 -0.030
C -2.47 -0.28 -6.48 -0.199
H -3.96 -0.37 -4.95 0.123
C -2.43 1.11 -4.56 -0.209
H -2.43 -0.96 -9.37 0.139
H 3.56 -3.61 3.22 0.072
H 3.61 -0.39 5.90 0.109
C -0.67 1.32 -6.22 0.018
H 3.65 -2.21 4.32 0.047
C -1.30 1.94 -1.51 -0.458
O -0.94 -0.24 -8.14 0.034
H 3.71 0.16 3.60 0.117
H -1.85 -0.21 0.15 0.115
H 0.23 1.78 -6.58 0.119
O -1.23 3.13 -1.76 0.061
C -0.32 -0.35 8.39 -0.051
H -3.02 2.64 -3.17 0.127
C 1.23 0.19 1.47 -0.270
C 2.54 -0.19 5.92 -0.050
N -2.16 1.10 -2.13 0.077
H 0.34 -0.48 9.25 0.074
H -1.46 -2.20 -8.51 0.139
C 1.64 1.29 0.73 0.000
C 0.80 1.85 -0.21 -0.003
C -3.06 0.10 -5.29 0.049
O 0.94 -2.30 3.75 -0.274
H 1.11 2.71 -0.78 0.120
O 1.67 -2.66 1.44 -0.282
C -0.86 0.20 0.29 -0.009
C 0.47 -0.12 7.14 -0.275
N 2.10 -0.40 2.41 -0.174
H -0.37 -1.17 1.85 0.104
H -1.22 0.54 6.01 0.116
C -0.16 0.33 5.99 -0.028
C 0.55 0.52 4.82 -0.029
C -1.93 -1.21 -8.42 -0.161
C 3.53 -2.52 3.29 -0.101
H 2.60 1.47 3.15 0.131
H -0.81 2.48 -4.43 0.114
H 0.04 0.88 3.93 0.117
H 2.34 -0.72 7.98 0.110
C 1.83 -0.38 7.09 -0.037
C -3.00 1.54 -3.23 -0.129
C -0.45 1.29 -0.46 -0.135
S 1.89 -2.04 2.71 0.632
H -2.06 0.11 -2.01 0.138
```

Kohn-Sham gap   8.61 eV
Relative energy (zero: lowest compared OMol25 entry of this formula, charge and spin)   23.3 kcal per mole
Total charge   0
SMILES   Cc1ccc(CN(c2ccc(C(=O)NCc3ccc4c(c3)OCO4)cc2)S(C)(=O)=O)cc1



[6]
C24H24N2O5S | ωB97M-V/def2-TZVPD

The geometry in XYZ format:
```
56
Properties=species:S:1:pos:R:3:lowdin_charge:R:1
N -1.05 1.96 -2.99 0.155
C 2.31 -0.46 -2.88 -0.057
H 2.17 -1.13 -2.03 0.081
C -2.49 -2.17 1.11 -0.246
C -2.68 -3.27 2.14 -0.070
O 1.18 -1.86 0.12 -0.282
H 4.03 1.81 4.29 0.101
H -1.99 -4.08 1.92 0.063
O 0.04 3.50 1.46 0.110
O -0.22 -3.88 0.26 -0.272
C 0.25 2.81 0.31 -0.203
C -0.70 -2.11 -1.63 -0.252
C 3.19 2.18 3.72 -0.088
N -1.14 -1.68 1.07 -0.265
H 0.54 4.30 4.05 0.117
C -1.10 -0.83 -1.93 -0.003
H 2.49 3.42 5.31 0.103
H -1.76 -0.53 3.54 0.069
C 1.93 2.23 1.71 -0.105
C 0.99 1.22 -1.83 -0.216
H -1.40 2.86 -3.29 0.162
C -0.76 -2.73 -3.93 -0.045
H 2.67 0.62 -0.63 0.121
S -0.12 -2.47 0.04 0.671
H -0.38 0.58 3.49 0.068
H -3.16 -1.32 1.31 0.127
C 2.32 3.09 4.30 -0.082
C 1.40 2.01 0.39 -0.108
H 3.29 0.03 -2.81 0.099
H -0.21 -4.06 -2.32 0.116
H -2.74 -2.56 0.11 0.115
C -0.20 1.99 -1.88 -0.174
C 3.01 1.74 2.42 -0.007
C -0.78 -0.39 1.61 -0.256
H -1.47 0.38 1.25 0.123
C 1.78 1.22 -0.70 0.064
H -1.25 -0.12 -1.13 0.120
C -0.55 2.81 -0.81 0.078
H -0.11 -1.17 3.50 0.086
H -1.25 -1.13 -5.29 0.125
H 0.22 -0.18 1.24 0.090
C 1.05 3.15 2.31 -0.201
H -0.65 -3.47 -4.71 0.110
H 2.26 -1.02 -3.81 0.099
C -1.10 -1.43 -4.26 0.003
C -0.53 -3.07 -2.61 -0.044
C -0.76 -0.38 3.14 -0.050
C -1.25 -0.46 -3.27 -0.116
H -3.70 -3.65 2.11 0.075
H -2.46 -2.90 3.14 0.067
C -1.58 0.93 -3.70 -0.422
C 1.23 3.59 3.60 0.002
H -1.45 3.41 -0.86 0.132
H 3.69 1.02 1.97 0.116
O -2.30 1.15 -4.66 0.080
O 1.28 0.50 -2.96 -0.084
```

Kohn-Sham gap   8.30 eV
Relative energy (zero: lowest compared OMol25 entry of this formula, charge and spin)   9.0 kcal per mole
Total charge   0
SMILES   CCN(CC)S(=O)(=O)c1cccc(C(=O)Nc2cc3oc4ccccc4c3cc2OC)c1



Which of these has the lowest total charge? C24H24Cl2N4O4PPtS3



total charge of number 1 (C24H24Cl2N4O4PPtS3)? -1



Which of these has the highest total charge? C24H24Cl3CoN6O2S



Which value of total charge does entry 5 give? 0